# 1
One molecule with the formula C7H5OPS. Source: the Open Molecules 2025 dataset; level of theory: ωB97M-V with the def2-TZVPD basis set.

The geometry in XYZ format:
```
15
Properties=species:S:1:pos:R:3:forces:R:3
C -1.9091 0.4579 0.0946 -0.1 0.1 0.0
C -1.8354 -0.8560 0.5330 0.0 0.1 0.0
C -0.7729 1.1381 -0.3062 0.2 -0.1 0.0
C -0.6289 -1.5376 0.5408 0.2 0.0 0.0
C 0.4417 0.4742 -0.2990 0.0 -0.5 0.2
C 0.4938 -0.8703 0.0907 -0.5 0.4 0.0
C 1.7709 0.9841 -0.6489 0.6 0.1 0.1
O 1.7080 -1.4825 -0.0475 0.2 -0.1 0.0
P 2.9126 -0.4701 -0.5834 -0.1 0.5 0.1
S 2.9330 1.1394 0.7898 -0.2 -0.3 -0.3
H -2.8602 0.9642 0.0712 -0.1 0.0 0.1
H -2.7344 -1.3510 0.8621 -0.1 -0.1 0.0
H -0.8260 2.1736 -0.6055 0.0 0.1 -0.1
H -0.5504 -2.5632 0.8628 0.0 -0.1 0.0
H 1.8572 1.7994 -1.3545 0.1 -0.1 -0.1
```
Positions in Å, forces in eV/Å.

Kohn-Sham gap, hartree: 0.3455
Energy relative to the best compared isomer or geometry (same formula, charge and spin), kJ/mol: 0.00
SMILES: c1ccc2c(c1)OP1S[C@H]21
HOMO level, eV: -8.737
LUMO energy, hartree: 0.0244

# 2
C7H6 as an isolated structure. Source: the Open Molecules 2025 dataset; level of theory: ωB97M-V with the def2-TZVPD basis set.

The geometry in XYZ format:
```
13
Properties=species:S:1:pos:R:3:forces:R:3
C -0.8505 -1.5726 0.2677 0.1 -0.9 0.4
C 0.4809 -1.5252 0.9302 -1.6 -0.7 0.2
C -1.4644 -0.3681 -0.2399 1.8 0.5 0.5
C 0.3598 -0.9423 -0.6355 0.5 0.1 -2.1
C 0.8335 -0.1714 0.7380 -2.3 1.6 -0.2
C -0.3414 0.5287 -0.0387 1.4 -0.8 0.9
C -0.1975 1.9407 -0.6714 1.9 -3.0 0.4
H -1.2987 -2.4942 -0.0476 0.2 -0.6 0.3
H 1.0295 -2.5126 1.2228 -0.7 2.5 -0.8
H 1.7060 0.4065 0.9819 0.5 -0.4 -0.4
H 0.7693 2.0606 -1.1458 0.6 -0.3 0.1
H -0.1889 2.6010 0.1359 -0.7 1.6 0.9
H -0.8376 2.0487 -1.4977 -1.6 0.4 -0.4
```
Positions in Å, forces in eV/Å.

Kohn-Sham gap, hartree: 0.3451
Energy relative to the best compared isomer or geometry (same formula, charge and spin), kJ/mol: 458.37
HOMO level, eV: -8.517
LUMO energy, hartree: 0.0321

# 3
One molecule with the formula C7H6. Source: the Open Molecules 2025 dataset; level of theory: ωB97M-V with the def2-TZVPD basis set.

The geometry in XYZ format:
```
13
Properties=species:S:1:pos:R:3:forces:R:3
C -1.7260 0.5748 -0.2492 2.6 0.6 0.9
C -1.5461 -0.6324 0.4512 -2.6 -0.3 2.0
C -0.4722 1.2637 -0.4827 0.4 -0.9 0.3
C -0.6600 -0.5035 -0.9734 0.2 -0.4 -1.5
C -0.2028 -0.8734 0.6513 1.9 0.5 -0.4
C 0.4857 0.2802 0.0383 -1.9 0.6 0.8
C 1.9435 0.4290 -0.0478 0.9 1.6 -2.5
H -2.6159 0.9097 -0.6511 -1.7 0.3 -0.7
H -2.4003 -1.2110 0.8425 0.8 -0.3 -1.0
H 0.2338 -1.8761 0.8404 -0.3 1.0 0.1
H 2.3637 1.1878 0.6312 -0.4 -1.0 0.8
H 2.2634 1.0268 -0.9953 -0.9 -1.6 1.0
H 2.3330 -0.5755 -0.0552 1.1 0.0 0.3
```
Positions in Å, forces in eV/Å.

Kohn-Sham gap, hartree: 0.3347
Energy relative to the best compared isomer or geometry (same formula, charge and spin), kJ/mol: 418.47
HOMO level, eV: -8.261
LUMO energy, hartree: 0.0311

# 4
One molecule with the formula C7H6. Source: the Open Molecules 2025 dataset; level of theory: ωB97M-V with the def2-TZVPD basis set.

The geometry in XYZ format:
```
13
Properties=species:S:1:pos:R:3:forces:R:3
C 2.1530 -0.7139 1.5427 1.6 0.6 1.8
C 1.0132 -1.3894 -1.5246 -0.1 0.7 -2.0
C 1.1675 -0.5416 0.8996 0.7 -0.7 0.3
C 1.8437 -2.0698 -2.0389 -1.6 -0.4 0.9
C 0.1292 -0.3450 -1.2806 -0.6 -1.2 2.6
C 0.1438 -0.1341 0.0971 -4.3 2.2 -3.0
C -0.8766 0.8174 0.7445 1.2 -1.1 0.8
H 2.9561 -0.5172 2.2455 -0.4 -0.7 -0.6
H 2.7759 -2.0593 -2.3751 3.5 -1.0 -1.4
H -0.5290 -0.0645 -2.1429 0.3 0.2 1.6
H -0.6839 1.7125 0.2684 0.9 2.5 -0.4
H -0.7084 0.8830 1.8283 -0.3 0.1 -0.5
H -1.9060 0.7618 0.4829 -1.0 -1.3 0.0
```
Positions in Å, forces in eV/Å.

Kohn-Sham gap, hartree: 0.3067
Energy relative to the best compared isomer or geometry (same formula, charge and spin), kJ/mol: 324.86
SMILES: C#C/C=C(/C)C#C
HOMO level, eV: -8.374
LUMO energy, hartree: -0.0011

# 5
C7H64N2O29S as an isolated structure. Source: the Open Molecules 2025 dataset; level of theory: ωB97M-V with the def2-TZVPD basis set.

The geometry in XYZ format:
```
103
Properties=species:S:1:pos:R:3:forces:R:3
C 2.3256 1.5397 1.0228 -0.8 -0.5 -0.2
C 1.4750 2.5809 0.3131 0.1 0.1 0.2
O 1.4876 3.7303 0.6404 0.1 0.2 0.0
N 0.5719 2.1919 -0.7876 0.5 -0.5 0.1
C 1.2794 1.3541 -1.7707 0.2 -0.1 -0.7
S -0.7254 1.3616 -0.0123 -0.5 -0.6 0.1
N -1.0146 -0.0544 -0.7922 1.6 0.7 1.0
C -1.1695 -0.9663 0.1499 -1.0 -0.1 0.1
C -2.4457 -0.9089 0.9262 0.7 -0.4 -0.8
C -0.1151 -1.9761 0.4469 0.0 0.5 -0.2
C -2.2732 2.4528 -0.1747 -0.9 2.5 0.9
O -2.3160 3.2407 0.7634 1.0 -0.4 0.6
O -3.0049 2.2800 -1.0971 -0.5 -1.3 -2.0
H 3.2178 1.2742 0.4558 0.0 0.2 0.1
H 1.7393 0.6228 1.1455 0.1 0.0 -0.1
H 2.5525 1.8879 2.0262 0.3 0.2 -0.2
H 0.5934 1.0368 -2.5520 -0.1 -0.1 0.2
H 1.7588 0.4658 -1.3483 -0.2 0.0 0.1
H 2.0565 1.9434 -2.2660 -0.1 0.2 0.2
H -3.1768 -0.4033 0.2959 -0.1 -0.1 0.2
H -2.2818 -0.2821 1.8124 0.0 -0.3 0.2
H -2.7635 -1.9165 1.1892 -0.1 0.2 0.4
H 0.8484 -1.4646 0.3977 0.0 -0.1 -0.2
H -0.1022 -2.7415 -0.3314 0.0 -0.1 0.2
H -0.1971 -2.3880 1.4505 -0.4 -0.3 -0.2
O 2.2009 -3.7298 -0.1331 -0.2 0.0 0.1
H 2.0501 -4.2276 -0.9423 0.1 -0.1 0.0
H 3.1355 -3.4760 -0.1856 0.1 -0.2 0.0
O -3.7071 -0.4364 3.4910 0.1 0.2 0.1
H -3.6600 -0.6343 4.4329 -0.2 0.1 0.0
H -3.8889 0.5153 3.4647 -0.2 -0.1 0.0
O 5.0477 -4.6304 0.6057 -0.1 0.1 -0.3
H 5.9262 -4.2464 0.7040 0.0 0.0 0.2
H 5.0267 -5.3277 1.2668 0.0 0.1 0.1
O 4.0617 -2.4012 -1.9544 -0.1 0.0 0.2
H 3.9084 -2.8987 -2.7663 0.1 0.1 -0.1
H 4.9896 -2.1462 -2.0114 0.0 0.0 0.0
O -3.0454 -4.1642 0.1662 -0.4 0.0 -0.1
H -3.9676 -4.2942 -0.0850 0.0 0.4 -0.2
H -2.5500 -4.7276 -0.4434 0.2 -0.1 0.3
O 2.1017 5.9388 -1.2726 0.2 0.1 0.0
H 2.2271 6.7523 -0.7706 -0.2 0.0 0.0
H 2.1330 5.2436 -0.6036 -0.1 0.0 0.1
O -4.0739 -6.0985 2.4065 0.4 -0.3 -0.3
H -3.6807 -5.4184 1.8413 0.0 0.2 0.1
H -3.8463 -5.8188 3.2989 -0.2 0.1 0.0
O 4.5355 -1.2155 -4.3880 0.0 0.2 -0.1
H 4.2367 -0.9620 -5.2678 0.1 0.0 0.0
H 3.9177 -0.7746 -3.7913 -0.1 -0.2 0.0
O -0.9342 -5.7254 0.2709 0.4 -0.1 -0.2
H -0.0730 -5.2994 0.3565 0.0 0.0 0.0
H -0.9092 -6.4360 0.9178 0.0 -0.1 -0.1
O -5.6852 -5.7207 -0.5163 0.3 0.0 0.3
H -5.1713 -6.0367 0.2428 -0.1 -0.4 -0.1
H -6.4721 -6.2756 -0.5087 -0.1 0.1 -0.1
O 3.9215 8.0829 -3.1456 -0.2 0.0 0.2
H 4.5417 7.8295 -2.4532 0.1 -0.1 -0.1
H 3.1507 7.5211 -2.9871 0.1 -0.2 -0.1
O -4.8844 0.1915 6.2113 0.0 0.0 0.1
H -4.8027 0.8080 6.9453 0.1 0.0 0.0
H -5.8142 -0.0564 6.2112 0.0 0.0 -0.1
O 1.2765 -1.6601 -3.1501 0.1 -0.1 -0.1
H 1.7658 -1.9783 -2.3826 0.1 0.1 0.1
H 0.4560 -2.1724 -3.1384 0.0 0.1 0.2
O 2.6654 10.0384 -1.4624 -0.1 -0.2 0.0
H 1.7195 9.8933 -1.5732 0.0 0.1 0.0
H 3.0814 9.4436 -2.1096 0.0 0.3 0.0
O -1.3021 -3.2848 -2.6879 0.0 0.1 0.0
H -1.6046 -3.0436 -3.5711 -0.1 -0.1 0.0
H -1.9168 -2.8298 -2.0990 0.0 0.0 0.0
O -0.2749 5.5654 -3.0479 -0.1 -0.2 -0.1
H 0.3452 5.3108 -2.3517 0.1 0.3 0.1
H -1.0507 5.0179 -2.8855 -0.1 0.0 0.0
O -1.3356 -4.9648 3.1283 0.1 0.2 0.1
H -1.6657 -5.8419 2.9112 -0.1 0.0 0.0
H -1.6905 -4.4030 2.4274 0.0 -0.1 -0.1
O -4.3618 4.8605 -1.8565 0.3 0.2 0.0
H -4.3841 5.6904 -1.3674 -0.1 0.1 -0.1
H -3.6709 4.3428 -1.4205 -0.2 -0.3 0.0
O 6.9758 -4.2678 2.8663 0.2 -0.2 0.2
H 6.9840 -3.5002 3.4546 -0.3 0.2 -0.3
H 7.6465 -4.8556 3.2273 0.0 -0.1 -0.1
O 7.3642 -0.5058 -3.4769 -0.1 0.0 0.1
H 6.4409 -0.5968 -3.7451 -0.1 0.0 -0.2
H 7.8402 -1.0988 -4.0651 0.0 0.0 0.0
O -4.6070 2.8841 3.1178 0.1 0.0 0.1
H -4.2182 3.5075 2.4902 0.1 -0.2 -0.2
H -4.3082 3.1950 3.9777 0.0 0.0 0.0
O -5.7961 -3.7767 1.6442 0.1 0.2 0.0
H -6.7391 -3.6914 1.8092 0.0 0.1 0.0
H -5.7428 -4.2847 0.8260 -0.4 0.0 0.0
O 1.6937 -2.8776 3.3522 0.0 0.1 -0.2
H 0.7557 -2.7504 3.5254 0.0 -0.1 0.2
H 1.7211 -3.3884 2.5334 0.1 0.0 0.0
O 5.8340 -1.6761 3.4046 0.0 0.0 0.2
H 5.9122 -1.0507 4.1322 0.0 0.0 0.0
H 4.8960 -1.9008 3.3861 0.0 -0.1 -0.1
O -4.8004 7.6006 -2.8824 0.1 0.1 -0.1
H -5.7109 7.4329 -3.1426 0.0 0.0 0.1
H -4.2945 6.9440 -3.3743 0.0 -0.1 0.1
O -1.2048 8.2845 -2.0661 0.1 0.1 -0.2
H -2.1522 8.1549 -2.1704 -0.1 0.1 0.0
H -0.8087 7.6686 -2.6989 0.0 -0.2 0.2
```
Positions in Å, forces in eV/Å.

Kohn-Sham gap, hartree: 0.2882
HOMO level, eV: -8.880
LUMO energy, hartree: -0.0381

# 6
An isolated ion of composition C7H6BrN4S and charge +1. Source: the Open Molecules 2025 dataset; level of theory: ωB97M-V with the def2-TZVPD basis set.

The geometry in XYZ format:
```
19
Properties=species:S:1:pos:R:3:forces:R:3
C -2.4126 -0.6971 1.0559 -0.2 -1.8 1.1
C -2.2124 0.6131 -0.8393 -1.6 2.0 -1.5
C -3.0696 0.0009 0.0895 -0.1 0.4 -0.7
C -0.3919 -0.2851 0.0780 -2.3 1.1 -0.3
C 1.8032 -0.0219 1.1704 3.2 -0.7 2.5
C 2.5220 1.2928 -0.2919 -0.8 1.1 0.1
C 1.0934 -0.4428 -0.0070 -0.4 -0.4 -1.3
N -1.0889 -0.7076 1.1074 2.3 -0.9 -0.3
N -0.9349 0.4014 -0.9536 1.4 -0.7 1.0
N 2.6694 0.9534 1.0103 -1.5 -1.5 0.7
N 1.6346 0.5537 -0.9058 0.9 0.6 -1.3
S 1.5192 -2.1215 -0.7636 -0.6 1.0 1.0
Br -4.9364 0.0964 -0.1071 0.4 0.0 0.2
H -2.8058 -1.4475 1.7764 -0.5 1.3 -0.4
H -2.5443 1.4168 -1.5492 -0.4 -1.2 0.6
H 1.9719 -0.6082 2.0635 -1.1 0.0 0.4
H 3.0339 2.2418 -0.4647 -0.1 -0.5 -1.6
H 1.4071 0.4464 -1.8916 0.0 0.8 0.1
H 2.7422 -1.6851 -0.5776 1.2 -0.6 -0.3
```
Positions in Å, forces in eV/Å.

Total charge: +1
Kohn-Sham gap, hartree: 0.2618
Energy relative to the best compared isomer or geometry (same formula, charge and spin), kJ/mol: 0.00
SMILES: S[C@@]1(c2ncc(Br)cn2)C=NC=[NH+]1
HOMO level, eV: -13.119
LUMO energy, hartree: -0.2203

# 7
C7H6Cl2FeN2O3Ru as an isolated structure. Source: the Open Molecules 2025 dataset; level of theory: ωB97M-V with the def2-TZVPD basis set.

The geometry in XYZ format:
```
22
Properties=species:S:1:pos:R:3:forces:R:3
Ru 0.1604 -0.0744 -4.4076 -4.3 0.8 4.4
Fe 0.3917 1.0773 -0.5199 -4.9 -2.5 -4.0
Cl -0.4939 -1.3405 -2.6626 0.2 0.6 1.1
Cl -0.3542 2.6056 -1.9449 0.0 -0.7 0.8
C 1.8957 1.9490 -0.1359 7.5 10.2 1.6
C 0.8657 -1.4886 -5.3046 4.0 -10.8 -5.6
C 0.8441 1.3190 -5.4380 3.5 9.1 -5.7
O 2.3361 3.0293 -0.0287 -1.8 -6.4 -0.2
O 1.2056 -2.5047 -5.7697 -1.5 5.0 2.1
O 1.2173 2.1900 -6.1207 -1.6 -4.4 3.1
C -1.3015 -0.0619 4.1440 -0.8 1.5 2.1
N -0.7592 -0.4180 2.8895 0.7 -2.4 -1.3
C -0.5004 -1.7240 2.4384 -1.8 1.9 4.4
C -0.0348 -1.5913 1.1859 2.0 2.1 -5.0
N 0.0487 -0.2345 0.8198 -1.3 -0.7 2.6
C -0.4160 0.4581 1.9259 0.6 -1.9 -0.9
H -2.3070 -0.4619 4.2639 0.0 -0.2 0.0
H -0.6506 -0.3886 4.9522 0.0 -0.3 0.1
H -1.3731 1.0394 4.2192 0.0 -0.5 -0.1
H -0.6509 -2.6293 3.0454 0.0 0.4 -0.1
H 0.3225 -2.3016 0.4516 -0.2 -0.5 0.3
H -0.4461 1.5515 1.9966 -0.3 -0.3 0.4
```
Positions in Å, forces in eV/Å.

Total charge: +4
Kohn-Sham gap (spin up / spin down), hartree: 0.2520 / 0.2016
Multiplicity: 11
<S²>: 30.058
HOMO level (spin up / spin down), eV: -22.297 / -24.853
LUMO energy (spin up / spin down), hartree: -0.5674 / -0.7117

# 8
C7H6Cl2N2O3RuSc as an isolated structure. Source: the Open Molecules 2025 dataset; level of theory: ωB97M-V with the def2-TZVPD basis set.

The geometry in XYZ format:
```
22
Properties=species:S:1:pos:R:3:forces:R:3
Sc -1.0149 -0.0984 -3.6731 -0.3 1.2 4.0
Ru 0.1208 0.6817 -0.6261 -3.3 -1.0 -0.7
Cl -1.9757 -0.6076 -5.6622 -1.4 -0.7 -2.9
Cl -0.9333 2.1200 -2.3213 -0.8 -0.9 -0.8
C 1.7540 1.5270 -0.7607 9.0 5.3 -1.2
C 0.2937 -0.6852 -1.7589 0.4 -4.0 -3.4
C 0.7695 0.8397 -4.4247 7.0 3.3 -1.2
O 2.7412 2.1268 -0.9453 -4.6 -3.0 0.9
O 0.2974 -1.5356 -2.6588 -0.2 2.7 2.3
O 1.8128 1.3296 -4.5129 -5.1 -2.3 0.2
C -1.0155 1.2912 2.3949 0.2 -0.1 -0.4
C -0.4383 -0.0420 2.1826 -0.2 0.4 0.9
N 0.1112 -0.4781 1.0579 0.2 -1.8 -0.1
C 0.5122 -1.8064 1.2365 -0.2 2.9 -2.6
C 0.2103 -2.1466 2.5230 -1.4 1.0 3.7
N -0.3705 -1.0256 3.1046 0.8 -2.2 -0.4
H -2.0975 1.2003 2.5803 0.1 0.1 0.2
H -0.5259 1.7676 3.2579 -0.2 0.1 0.0
H -0.8664 1.9111 1.4934 -0.1 -0.1 0.4
H 0.9519 -2.3695 0.4261 0.1 -0.2 0.2
H 0.3713 -3.0811 3.0291 0.0 -0.3 0.4
H -0.7082 -0.9189 4.0577 0.0 -0.4 0.3
```
Positions in Å, forces in eV/Å.

Total charge: +4
Kohn-Sham gap (spin up / spin down), hartree: 0.2165 / 0.1709
Multiplicity: 6
Energy relative to the best compared isomer or geometry (same formula, charge and spin), kJ/mol: 99.95
<S²>: 8.787
HOMO level (spin up / spin down), eV: -22.703 / -25.264
LUMO energy (spin up / spin down), hartree: -0.6178 / -0.7575

# 9
A 2-piece molecular cluster, C7H6ClO3 overall. Source: the Open Molecules 2025 dataset; level of theory: ωB97M-V with the def2-TZVPD basis set.

The geometry in XYZ format:
```
17
Properties=species:S:1:pos:R:3:forces:R:3
C 0.1887 -1.2650 0.3008 0.4 1.4 0.8
C -0.2069 -0.8314 1.4852 -1.5 -1.3 1.0
C -0.2708 -0.5962 -1.0310 0.6 -1.0 0.2
C -0.6102 -1.2866 -3.3626 -0.4 3.2 -2.5
C -0.2087 2.2234 1.8425 1.7 0.3 1.1
C 1.0431 1.8299 2.1845 -1.6 -0.5 -1.9
C -0.2236 -1.5092 -2.0720 0.5 -1.6 1.7
O -0.7104 -0.7383 2.5495 0.9 0.4 -1.2
O -0.6113 0.5680 -1.0778 -0.5 1.7 0.7
O -0.6357 -2.0172 -4.3444 0.0 -1.6 -0.4
Cl 1.6838 2.3748 3.6516 1.0 0.0 1.2
H 1.0382 -1.9375 0.4512 -0.3 0.0 -0.6
H -0.8658 -0.1808 -3.6850 0.2 -1.1 1.3
H -0.9407 2.8620 2.4351 1.4 -1.0 -0.8
H -0.3887 1.9065 0.8565 -1.2 -0.4 -1.2
H 1.6550 1.0833 1.5083 -1.2 1.9 1.6
H 0.0641 -2.4857 -1.6925 0.0 -0.3 -0.8
```
Positions in Å, forces in eV/Å.

Total charge: -1
Kohn-Sham gap, hartree: 0.2509
Energy relative to the best compared isomer or geometry (same formula, charge and spin), kJ/mol: 47.27
HOMO level, eV: -3.895
LUMO energy, hartree: 0.1077

# 10
An isolated ion of composition C7H6ClO3PS and charge -2. Source: the Open Molecules 2025 dataset; level of theory: ωB97M-V with the def2-TZVPD basis set.

The geometry in XYZ format:
```
19
Properties=species:S:1:pos:R:3:forces:R:3
C -2.9952 1.0281 -0.2029 0.9 -1.1 -0.7
C -2.6203 -0.1149 -0.9925 -0.9 1.7 -1.0
C -2.1855 1.3226 0.8938 -1.2 0.1 1.8
C -1.5638 -0.9153 -0.5555 -1.9 3.3 1.2
C -1.1238 0.5459 1.3307 -1.4 -1.4 -2.0
C -0.8002 -0.6160 0.5729 0.3 1.5 0.4
C 3.3386 -1.3735 -0.2254 0.1 -1.3 -1.2
O 1.6814 0.7512 -1.1675 0.4 -1.1 0.7
O 2.6651 1.0346 1.1919 0.4 0.2 1.5
O 4.0594 -1.9949 0.5323 -0.8 0.4 -0.4
P 2.4727 0.2251 -0.0032 -1.3 1.2 -1.8
S 0.6717 -1.4492 0.8255 0.6 -1.1 0.7
Cl 4.6332 0.5866 -1.1121 0.8 0.4 -0.4
H -3.8283 1.6925 -0.4356 0.2 -0.3 -0.2
H -3.0576 -0.1662 -2.0939 0.8 -0.4 2.5
H -2.5529 2.0445 1.6588 0.3 0.1 -0.9
H -1.1733 -1.5996 -1.1625 1.3 -3.0 -2.4
H -0.6732 0.7572 2.2532 1.0 0.3 0.9
H 3.0521 -1.7589 -1.3079 0.5 0.4 1.6
```
Positions in Å, forces in eV/Å.

Total charge: -2
Kohn-Sham gap, hartree: 0.2336
SMILES: O=CP([O-])([O-])(Cl)Sc1ccccc1
HOMO level, eV: -0.741
LUMO energy, hartree: 0.2064